[1]
Formula: C43H35Cl2IN9O2Pb
Source: OMol25
Level of theory: ωB97M-V/def2-TZVPD

ΔE to the lowest compared entry with this formula, charge and spin: 1.077 eV
HOMO level: -9.03 eV
F_max: 0.027 Eh/bohr
lowest unoccupied orbital energy: -0.116 Ha
molar mass: 1114.8 g/mol
net charge: +1

Atoms and positions in Å:
1 Pb -0.00698 -1.04764 -0.76804
2 C 3.15792 2.23736 1.12296
3 C 2.58622 1.09186 0.58436
4 N 1.33412 0.76776 0.84536
5 C 0.60742 1.57206 1.62186
6 C 1.20112 2.72346 2.15256
7 N 2.45552 3.04426 1.90176
8 C -0.78658 1.18476 1.89656
9 C -1.67798 2.04446 2.53736
10 C -2.97478 1.61076 2.79416
11 C -3.32778 0.31956 2.41156
12 C -2.39188 -0.45994 1.73756
13 N -1.16128 -0.02424 1.49046
14 C -2.68098 -1.83944 1.32426
15 C -3.91088 -2.46764 1.55846
16 N -4.08638 -3.75564 1.34146
17 C -3.06228 -4.44294 0.86916
18 C -1.87078 -3.80994 0.52226
19 N -1.68688 -2.52044 0.74736
20 C -3.95208 2.49906 3.43326
21 C -5.27588 2.52256 2.99696
22 C -6.15948 3.39116 3.61586
23 N -5.81218 4.19566 4.60326
24 C -4.55828 4.17996 5.01646
25 C -3.58598 3.35926 4.46716
26 H 4.18332 2.51766 0.93486
27 H 3.13542 0.41506 -0.05424
28 H 0.66902 3.41016 2.79156
29 H -1.39668 3.04786 2.81116
30 H -4.30938 -0.05614 2.64386
31 H -4.77498 -1.93644 1.92766
32 H -3.21248 -5.50604 0.74616
33 H -1.05398 -4.35014 0.06366
34 H -5.60278 1.90186 2.17676
35 H -7.19318 3.45136 3.30366
36 H -4.32308 4.86366 5.82076
37 H -2.57708 3.37366 4.85096
38 C 2.13152 -4.29414 1.97886
39 O 2.33102 -4.63374 0.59756
40 C 1.82302 -3.62464 -0.11264
41 N 1.29752 -2.65794 0.54046
42 C 1.63762 -2.82074 1.93556
43 C 2.76162 -1.85294 2.25966
44 C 3.93972 -1.92074 1.52406
45 C 5.01412 -1.10784 1.83346
46 C 4.91792 -0.20264 2.87656
47 C 3.73672 -0.10514 3.58936
48 C 2.66182 -0.92424 3.28516
49 C 2.00122 -3.52504 -1.55604
50 C 2.61332 -4.48094 -2.35774
51 C 2.91552 -4.14074 -3.67074
52 C 2.64192 -2.86034 -4.13134
53 C 2.01862 -1.97184 -3.25784
54 N 1.68072 -2.31434 -2.01874
55 C 1.90412 -0.53984 -3.51984
56 N 1.27112 0.26486 -2.75914
57 C 1.69732 1.61946 -3.09704
58 C 2.63002 1.40186 -4.32064
59 O 2.68172 -0.01784 -4.47494
60 C 0.57502 2.61106 -3.28784
61 C -0.01048 2.86486 -4.52154
62 C -0.97798 3.84776 -4.65634
63 C -1.39018 4.57506 -3.55194
64 C -0.84438 4.29756 -2.30724
65 C 0.13762 3.32946 -2.18084
66 H 1.39592 -4.98094 2.41146
67 H 3.08052 -4.39934 2.50816
68 H 0.76962 -2.63354 2.56866
69 H 4.02382 -2.61094 0.69576
70 H 5.92962 -1.19144 1.26866
71 H 5.76522 0.41466 3.13266
72 H 3.66252 0.60576 4.39706
73 H 1.74992 -0.84234 3.85596
74 H 2.86752 -5.44734 -1.95374
75 H 3.40712 -4.85394 -4.31324
76 H 2.92262 -2.54514 -5.12444
77 H 2.28522 1.97046 -2.23734
78 H 2.25462 1.83606 -5.24944
79 H 3.64482 1.77106 -4.14524
80 H 0.28002 2.29996 -5.39344
81 H -1.41578 4.03266 -5.62714
82 H -2.12638 5.35736 -3.66814
83 H -1.18018 4.83716 -1.43304
84 H 0.57232 3.13126 -1.21104
85 I -3.27368 -2.52834 -2.42434
86 C -1.10248 -2.55364 -2.40024
87 H -0.81978 -2.27324 -3.41264
88 H -0.82988 -3.59934 -2.26694
89 Cl -2.03148 1.09646 -1.15624
90 C -2.85118 1.24716 -2.72464
91 Cl -1.95848 0.43256 -4.00024
92 H -2.90068 2.31116 -2.95084
93 H -3.83658 0.79116 -2.62514

Löwdin atomic charge list, values in e, 4 entries: 1.21, -0.10, -0.13, 0.05

---

[2]
Formula: C2HBrN2O
Source: OMol25
Level of theory: ωB97M-V/def2-TZVPD

ΔE to the lowest compared entry with this formula, charge and spin: 3.649 eV
HOMO level: -9.84 eV
F_max: 0.069 Eh/bohr
lowest unoccupied orbital energy: -0.026 Ha
molar mass: 148.9 g/mol

Atoms and positions in Å:
1 C -1.23231 -0.35866 0.00219
2 C 1.27246 0.14216 0.00060
3 N -0.50035 -1.32721 0.00276
4 N 0.54504 1.12752 0.00269
5 O -0.76534 1.00869 -0.00276
6 Br 2.99139 -0.31421 -0.00260
7 H -2.31089 -0.27829 -0.00289

Löwdin atomic charge list, values in e, 4 entries: -0.34, -0.67, 0.15, -0.04

---

[3]
Formula: C27H49AsIN2OSbV
Source: OMol25
Level of theory: ωB97M-V/def2-TZVPD

ΔE to the lowest compared entry with this formula, charge and spin: 0.321 eV
HOMO level (spin up / spin down): -9.77 / -8.89 eV
F_max: 0.023 Eh/bohr
spin multiplicity: 3
lowest unoccupied orbital energy (spin up / spin down): -0.082 / -0.075 Ha
molar mass: 792.2 g/mol
net charge: +1

Atoms and positions in Å:
1 V 0.30331 0.29811 0.46904
2 C -2.14729 -1.88278 -2.12480
3 O -1.65755 -0.87686 -1.24688
4 C -0.50749 -1.10560 -0.49599
5 C 0.04842 -2.50916 -0.58432
6 H -2.98577 -1.44181 -2.65748
7 H -2.49395 -2.76105 -1.57729
8 H -1.39204 -2.18911 -2.85036
9 H 0.35261 -2.79061 -1.59652
10 H -0.65957 -3.26697 -0.23326
11 H 0.94000 -2.59386 0.04407
12 I -4.65998 3.59795 -0.74476
13 C -2.69453 3.06662 -0.60673
14 C -1.59881 3.73221 -1.11200
15 N -0.51806 3.01868 -0.77665
16 N -0.83474 1.91186 -0.06972
17 C -2.16377 1.94306 0.02932
18 H -1.51654 4.65134 -1.66920
19 H 0.44192 3.20431 -1.00907
20 H -2.67776 1.14459 0.53883
21 C 3.76055 -0.48298 -1.08666
22 As 2.31907 0.80649 -0.96987
23 C 2.31448 1.43808 -2.80231
24 C 3.27651 2.24788 0.01932
25 C 4.45876 2.82266 -0.69962
26 C 5.72491 2.26692 -0.53016
27 C 6.81870 2.76717 -1.22471
28 C 6.66327 3.83677 -2.09439
29 C 5.40821 4.40925 -2.25754
30 C 4.31705 3.90493 -1.56575
31 H 4.63609 -0.00204 -1.51882
32 H 3.44195 -1.31122 -1.71650
33 H 4.00380 -0.86400 -0.09574
34 H 3.22286 2.00352 -2.99708
35 H 1.43616 2.04232 -3.02288
36 H 2.28543 0.55899 -3.44460
37 H 3.58104 1.76261 0.94931
38 H 2.55628 3.02025 0.29948
39 H 5.85918 1.44062 0.15942
40 H 7.79558 2.32506 -1.07758
41 H 7.51580 4.23015 -2.63179
42 H 5.27980 5.25429 -2.92113
43 H 3.34431 4.36887 -1.69552
44 C -0.25984 1.85050 5.65607
45 C -0.38229 1.88261 4.13564
46 C -1.72822 2.49781 3.74114
47 C 0.72570 2.76594 3.55520
48 Sb -0.25825 -0.03242 3.11211
49 C 1.47792 -1.09232 3.89471
50 C 2.70292 -0.30408 3.41991
51 C 1.55574 -2.48030 3.25337
52 C 1.51063 -1.23280 5.41357
53 C -2.06620 -1.10709 3.66473
54 C -2.53237 -0.85294 5.09530
55 C -1.85791 -2.60672 3.46762
56 C -3.13577 -0.64379 2.66980
57 H -0.43152 2.86241 6.04205
58 H 0.73396 1.54962 5.98458
59 H -0.98666 1.19524 6.13396
60 H -1.77554 3.52180 4.12990
61 H -2.58051 1.95918 4.15489
62 H -1.85500 2.55908 2.65781
63 H 0.61660 3.78454 3.94582
64 H 0.66472 2.83466 2.46258
65 H 1.72545 2.42386 3.82327
66 H 2.74479 -0.22582 2.32744
67 H 3.61020 -0.83211 3.73509
68 H 2.75363 0.70473 3.83022
69 H 1.40560 -2.46114 2.17109
70 H 0.84392 -3.18472 3.67204
71 H 2.55771 -2.88590 3.43473
72 H 1.66821 -0.27842 5.91377
73 H 2.34289 -1.88765 5.69725
74 H 0.59791 -1.67965 5.81350
75 H -1.78727 -1.14965 5.83618
76 H -3.43346 -1.44907 5.28204
77 H -2.79637 0.18766 5.27994
78 H -1.23474 -3.04431 4.24634
79 H -1.42654 -2.85379 2.49421
80 H -2.83590 -3.09842 3.52484
81 H -3.36480 0.42063 2.76157
82 H -4.06473 -1.19168 2.86627
83 H -2.84179 -0.85050 1.63658

Löwdin atomic charge list, values in e, 4 entries: 0.28, -0.09, -0.21, -0.41

---

[4]
Formula: C32H48BClI2N5O14PS4
Source: OMol25
Level of theory: ωB97M-V/def2-TZVPD

HOMO level: -8.07 eV
F_max: 0.048 Eh/bohr
lowest unoccupied orbital energy: -0.008 Ha
SMILES: [H]/N=C/Cc1c(B(N)O)c2c(c([C@@H](I)[C@H](C)I)c1N(C)C(C)=O)N(C[C@@H](C)Cl)c1c([PH2]=N)ccc(CCC)c1S2.O=S1(=O)OCCO1.O=S1(=O)OCCO1.O=S1(=O)OCCO1
molar mass: 1186.1 g/mol

Atoms and positions in Å:
1 H -7.33162 -1.47367 4.22929
2 N -7.50317 -0.50765 3.94704
3 C -6.58937 -0.17280 3.13551
4 C -6.55202 1.20512 2.46828
5 C -5.14053 1.45875 1.93507
6 C -4.18856 1.83532 2.87868
7 B -4.47380 2.02487 4.42666
8 N -4.67119 0.87050 5.27383
9 O -4.50234 3.29871 4.98345
10 C -2.89330 2.03179 2.44878
11 C -2.51966 1.87143 1.12981
12 C -3.48022 1.51170 0.18929
13 C -2.97754 1.31096 -1.23053
14 I -2.63774 -0.84266 -1.44754
15 C -3.84414 1.79483 -2.40612
16 C -3.02271 1.56711 -3.72263
17 I -4.22814 3.90882 -2.31598
18 C -4.80577 1.31150 0.59422
19 N -5.79422 0.92315 -0.38588
20 C -6.35085 -0.42687 -0.17350
21 C -6.80750 1.89595 -0.60578
22 C -6.83593 3.26168 0.07306
23 O -7.70679 1.61990 -1.38868
24 N -1.15487 2.09030 0.70506
25 C -0.96167 3.56608 0.61170
26 C 0.37376 3.95938 -0.07004
27 C 0.12831 4.13158 -1.57275
28 Cl 1.00317 5.49431 0.63480
29 C -0.19811 1.45090 1.57356
30 C 0.83027 0.70264 1.00754
31 P 1.01768 0.51544 -0.80731
32 N 2.20956 1.43959 -1.29185
33 C 1.77230 0.08956 1.81306
34 C 1.71141 0.20771 3.17406
35 C 0.69254 0.93253 3.76845
36 C 0.58151 1.04103 5.28622
37 C -0.18155 -0.14819 5.90796
38 C 0.70427 -1.41168 5.98870
39 C -0.24580 1.54294 2.96034
40 S -1.62206 2.47428 3.63004
41 H -5.79995 -0.89125 2.86353
42 H -6.87371 1.98220 3.17052
43 H -7.30507 1.15874 1.67840
44 H -4.51295 1.09405 6.25371
45 H -3.98321 0.15906 5.03473
46 H -4.09851 3.20076 5.85527
47 H -1.99801 1.75746 -1.38732
48 H -4.74639 1.19988 -2.53802
49 H -3.21910 0.57034 -4.13240
50 H -1.94694 1.56910 -3.48868
51 H -3.20493 2.35037 -4.45896
52 H -7.31055 -0.42261 0.36099
53 H -6.57467 -0.85080 -1.15905
54 H -5.66870 -1.07797 0.37559
55 H -5.88009 3.78654 0.09313
56 H -7.19137 3.20754 1.10850
57 H -7.55476 3.89025 -0.45845
58 H -1.12152 4.09504 1.55976
59 H -1.75063 3.92742 -0.06436
60 H 1.14480 3.20266 0.09190
61 H 0.99082 4.57900 -2.07222
62 H -0.18504 3.19859 -2.05342
63 H -0.70617 4.83916 -1.69366
64 H -0.15351 0.94054 -1.45627
65 H 1.33783 -0.82801 -1.12161
66 H 2.94303 0.89803 -1.73467
67 H 2.57334 -0.48164 1.34387
68 H 2.45993 -0.26829 3.80246
69 H 0.05874 1.98006 5.49449
70 H 1.60228 1.08971 5.68411
71 H -0.40140 0.12799 6.94876
72 H -1.11056 -0.36300 5.36695
73 H 0.13846 -2.27118 6.36294
74 H 1.49873 -1.22969 6.72683
75 H 1.19556 -1.62040 5.03472
76 O 4.69062 -1.68506 2.92931
77 S 4.83750 -1.80463 1.52484
78 O 4.55432 -0.73668 0.63725
79 O 4.03280 -3.10857 1.04583
80 C 4.92148 -4.01150 0.37307
81 C 6.27584 -3.75455 0.99563
82 O 6.31602 -2.33660 1.20170
83 H 4.91897 -3.76375 -0.69086
84 H 4.59221 -5.03883 0.50421
85 H 7.09327 -4.07083 0.35281
86 H 6.36729 -4.24291 1.96837
87 O 6.94463 -5.18964 -3.58894
88 S 7.95884 -4.19563 -3.61115
89 O 9.31869 -4.51012 -3.84287
90 O 7.84078 -3.33476 -2.25878
91 C 7.63659 -1.94696 -2.57593
92 C 6.91825 -1.96287 -3.90558
93 O 7.52173 -3.04328 -4.63424
94 H 8.61364 -1.46627 -2.65304
95 H 7.05559 -1.45872 -1.79642
96 H 7.02663 -1.02787 -4.44787
97 H 5.85634 -2.18875 -3.78253
98 O 3.37998 -1.99302 -5.20240
99 S 3.51606 -2.11571 -6.61034
100 O 3.20965 -1.05817 -7.49821
101 O 2.72922 -3.43529 -7.07435
102 C 3.62695 -4.33229 -7.74088
103 C 4.98172 -4.05438 -7.12382
104 O 5.00239 -2.63423 -6.93153
105 H 3.61766 -4.09543 -8.80684
106 H 3.30961 -5.36182 -7.59660
107 H 5.80455 -4.36526 -7.76169
108 H 5.08067 -4.53211 -6.14598

Löwdin atomic charge list, values in e, 4 entries: 0.05, 0.10, -0.26, -0.11

---

[5]
Formula: H10O5
Source: OMol25
Level of theory: ωB97M-V/def2-TZVPD

ΔE to the lowest compared entry with this formula, charge and spin: 1.087 eV
HOMO level: -11.46 eV
F_max: 0.047 Eh/bohr
lowest unoccupied orbital energy: 0.009 Ha
SMILES: O.O.O.O.O
molar mass: 90.1 g/mol

Atoms and positions in Å:
1 O 1.90744 -7.37676 -7.00023
2 H 1.58967 -6.46155 -6.97218
3 H 1.88981 -7.61436 -6.06076
4 O 0.59085 -6.28463 -4.20088
5 H -0.29057 -5.88281 -4.46217
6 H 0.24181 -7.11515 -3.77656
7 O -2.07984 -5.83342 -5.42787
8 H -2.70077 -6.54636 -5.47424
9 H -1.47752 -6.01487 -6.15709
10 O 1.26144 -10.11279 -5.54054
11 H 1.67648 -10.56347 -6.29882
12 H 0.31779 -10.17797 -5.75525
13 O -1.26286 -8.46004 -6.18279
14 H -0.30458 -8.23174 -6.22252
15 H -1.56908 -8.00060 -5.38186

Löwdin atomic charge list, values in e, 4 entries: -0.07, 0.04, 0.01, -0.09

---

[6]
Formula: C8H16O
Source: OMol25
Level of theory: ωB97M-V/def2-TZVPD

ΔE to the lowest compared entry with this formula, charge and spin: 4.033 eV
HOMO level (spin up / spin down): -7.45 / -7.45 eV
F_max: 0.037 Eh/bohr
lowest unoccupied orbital energy (spin up / spin down): 0.032 / 0.032 Ha
molar mass: 128.2 g/mol

Atoms and positions in Å:
1 C -1.76169 -0.46583 0.18573
2 C -1.25755 0.43247 1.83075
3 C -2.98339 -0.37633 -0.66157
4 C -0.99605 -1.74612 0.28558
5 O -1.20424 0.73872 0.49036
6 H -0.32130 0.51220 2.36293
7 H -2.19561 0.31328 2.34821
8 H -1.47380 -2.49406 0.92441
9 H -3.89405 -0.58627 -0.08742
10 H -2.94680 -1.08578 -1.49058
11 H -3.09084 0.63195 -1.07209
12 H -0.90311 -2.19694 -0.71073
13 H -0.00805 -1.54450 0.70433
14 C 1.86872 1.92193 0.16223
15 C 1.43770 0.20927 -1.65786
16 C 2.02102 0.50210 -0.30414
17 C 2.63815 -0.42616 0.42137
18 H 1.57146 -0.83473 -1.94128
19 H 0.81020 2.18920 0.20718
20 H 2.30806 2.07536 1.14775
21 H 2.34182 2.61193 -0.54210
22 H 1.90171 0.83881 -2.42258
23 H 0.36870 0.43612 -1.66139
24 H 2.73303 -1.44811 0.07653
25 H 3.03590 -0.20852 1.40437

Löwdin atomic charge list, values in e, 4 entries: -0.40, -0.02, -0.02, -0.07

---

[7]
Formula: C17H23I2N2O4P
Source: OMol25
Level of theory: ωB97M-V/def2-TZVPD

HOMO level: -8.90 eV
F_max: 0.047 Eh/bohr
lowest unoccupied orbital energy: -0.038 Ha
SMILES: CC(C)[C@@H](C)COc1ccc(CCCI)c2nc(P(=O)(O)O)c(I)nc12
molar mass: 604.2 g/mol

Atoms and positions in Å:
1 C 3.10660 -1.66831 0.92570
2 C 1.75638 -1.70240 0.11080
3 C 0.73412 -2.50259 0.96879
4 C 1.99355 -2.26987 -1.30908
5 C 2.63739 -3.70408 -1.25846
6 C 0.72539 -2.36628 -2.19808
7 O 0.44715 -1.19366 -2.98327
8 C 0.17931 -0.09050 -2.22144
9 C 1.05840 0.95966 -2.31527
10 C 0.84049 2.17061 -1.58398
11 C -0.24077 2.26154 -0.74950
12 C -0.43639 3.57554 0.02778
13 C 0.79674 3.75332 1.00225
14 C 0.35932 3.75944 2.48749
15 I 2.16032 3.43453 3.66594
16 C -1.19452 1.19369 -0.61147
17 N -2.23932 1.38509 0.24901
18 C -3.02040 0.32560 0.27245
19 P -4.45961 0.40495 1.44938
20 O -4.42191 -0.72893 2.38456
21 O -5.84039 0.53648 0.62862
22 O -4.27690 1.74398 2.32938
23 C -2.85220 -0.87212 -0.52443
24 I -4.22404 -2.50409 -0.42592
25 N -1.85040 -1.02466 -1.34070
26 C -0.97428 0.02782 -1.37779
27 H 3.18863 -2.59012 1.52552
28 H 3.99053 -1.56828 0.27891
29 H 3.05067 -0.82679 1.63823
30 H 1.43559 -0.64649 0.07351
31 H 1.18937 -3.23448 1.65205
32 H -0.05384 -3.01387 0.39394
33 H 0.21292 -1.77106 1.61675
34 H 2.71909 -1.64238 -1.86227
35 H 1.95713 -4.47334 -1.66729
36 H 3.54564 -3.75932 -1.87991
37 H 2.84362 -4.02160 -0.22352
38 H -0.15842 -2.69983 -1.62667
39 H 0.90516 -3.17506 -2.92629
40 H 1.92653 0.85809 -2.97096
41 H 1.55472 2.99002 -1.68870
42 H -1.32610 3.53792 0.67192
43 H -0.55179 4.42528 -0.66017
44 H 1.44507 2.87369 0.88241
45 H 1.39628 4.63831 0.74070
46 H -0.27818 2.88992 2.70259
47 H -0.14764 4.68624 2.78288
48 H -5.66661 0.15663 -0.24983
49 H -3.94243 1.46175 3.19347

Löwdin atomic charge list, values in e, 4 entries: -0.07, -0.37, -0.06, -0.30

---

[8]
Formula: C2H5Cl3Si2
Source: OMol25
Level of theory: ωB97M-V/def2-TZVPD

ΔE to the lowest compared entry with this formula, charge and spin: 0.000 eV
HOMO level: -10.25 eV
F_max: 0.073 Eh/bohr
lowest unoccupied orbital energy: 0.022 Ha
molar mass: 191.6 g/mol

Atoms and positions in Å:
1 C -0.05728 -0.04277 1.30071
2 C -0.05822 0.10595 -1.30844
3 Si -1.42765 0.15834 -0.06326
4 Si 1.25449 -0.24514 -0.04681
5 Cl -2.74420 -1.42036 -0.06613
6 Cl 2.16527 -2.04964 0.00461
7 Cl 2.71747 1.19400 -0.08249
8 H 0.13413 1.01097 1.64102
9 H -0.10067 -0.64079 2.20272
10 H -0.01163 -0.59289 -2.18480
11 H 0.05420 1.06586 -1.60662
12 H -1.92590 1.45649 0.20950

Löwdin atomic charge list, values in e, 4 entries: -0.39, -0.40, 0.16, -0.37